240
Properties=species:S:1:pos:R:3:forces:R:3 method="wB97M-V/def2-TZVPD" orbital_gap_ev=3.92 largest_force_ev_per_a=7.01 charge=+7 energy_ev=-105778.9480 relative_energy_ev=0.000 multiplicity=1
C -9.0595 -14.9922 2.2628 -4.55 -0.32 -2.13
C -8.0819 -14.1069 2.0427 2.78 0.47 1.70
C -8.3641 -12.7975 1.2175 6.18 1.03 -0.96
O -7.3794 -12.0358 0.8247 0.01 -1.25 1.52
C -9.5168 -12.4620 0.6861 -6.64 -2.22 -0.35
C -10.6704 -13.3484 0.8948 0.02 1.15 0.73
C -10.4251 -14.6528 1.8426 1.20 0.26 0.98
O -11.3857 -15.2074 2.3767 -0.85 -0.14 -0.68
O -11.8346 -13.0502 0.5330 0.96 -0.78 0.02
O -6.9929 -14.3732 2.6661 0.34 1.65 -1.31
H -8.8987 -15.9255 2.7819 0.00 0.14 0.27
H -9.7432 -11.6208 0.0477 0.52 0.25 0.03
C -14.8742 -8.5520 -1.2188 -1.68 0.54 -0.04
C -15.9550 -9.3176 -2.0845 0.42 0.92 -0.86
C -16.6759 -8.4613 -3.1862 0.61 0.36 1.04
O -17.4411 -9.1774 -4.1229 1.73 -0.31 1.09
C -17.8833 -8.3307 -5.1638 -1.83 0.16 -0.66
N -15.1322 -10.4025 -2.7375 -0.58 -1.02 -0.64
H -14.4823 -10.8071 -2.0786 0.81 0.21 0.22
H -15.6382 -11.2144 -3.0613 -1.10 -0.27 0.00
H -14.7027 -10.1149 -3.6052 0.73 0.68 -0.06
H -15.1944 -7.5387 -0.9765 -0.82 -0.20 0.46
H -13.9354 -8.2333 -1.6719 0.17 -1.10 -0.63
H -14.7457 -9.1281 -0.3025 0.38 0.24 -0.01
H -16.7031 -9.8676 -1.5136 0.18 0.29 0.37
H -15.9096 -7.8057 -3.5998 0.41 -0.23 -0.81
H -17.2905 -7.7127 -2.6861 -0.34 -0.19 0.52
H -18.9465 -8.5536 -5.2539 -0.04 -0.01 -0.29
H -17.4334 -8.5320 -6.1360 0.41 -0.01 0.25
H -17.8664 -7.2685 -4.9197 0.47 -0.01 0.11
C -5.7543 -9.2739 -6.3851 0.95 -1.12 1.64
C -5.0514 -9.2969 -4.9436 -0.20 1.62 0.00
C -4.9200 -7.8495 -4.4195 1.30 -0.24 -0.04
O -3.9590 -7.7831 -3.3834 -0.42 -1.93 -0.25
C -3.3537 -6.5535 -3.1879 -0.38 2.21 0.88
N -5.8415 -10.1069 -3.8651 0.30 0.09 -1.81
H -5.9065 -11.0371 -4.2531 -0.59 -0.52 0.02
H -5.3743 -10.2215 -2.9770 0.45 0.50 0.46
H -6.7545 -9.6978 -3.7268 -0.44 -0.07 0.18
H -5.3207 -8.5974 -7.1216 0.20 0.60 0.73
H -6.8104 -9.0443 -6.2439 -0.03 -0.27 -0.37
H -5.5115 -10.2225 -6.8638 -0.83 -0.36 0.11
H -4.0871 -9.8032 -4.8992 0.09 0.32 -0.48
H -5.8693 -7.4420 -4.0720 -0.38 0.04 -0.12
H -4.5645 -7.2646 -5.2678 -0.15 0.20 -0.10
H -2.6334 -6.5585 -2.3698 0.41 -0.74 -0.50
H -4.0644 -5.8376 -2.7749 -0.58 0.20 -0.11
H -2.9787 -6.0562 -4.0824 0.38 -0.49 -0.20
C -7.3173 -12.1524 10.0011 -1.43 -1.41 -0.09
N -8.4938 -13.1275 9.5346 0.17 2.10 0.21
C -8.6873 -13.0152 8.0038 0.89 -0.19 0.95
C -8.2029 -14.5892 9.9106 0.50 2.06 -1.00
C -9.7944 -12.6883 10.2684 -0.26 0.26 -2.15
C -10.2736 -11.1851 10.2720 0.60 0.96 0.73
O -10.3338 -10.3859 9.0669 0.12 -1.70 0.06
H -6.3616 -12.6191 9.7629 -0.15 0.13 -0.04
H -7.4624 -12.0558 11.0771 0.30 -0.03 -0.05
H -7.4408 -11.1754 9.5337 -0.09 -0.30 -0.13
H -7.7985 -13.4675 7.5638 -0.09 -0.10 -0.07
H -8.7064 -11.9727 7.6863 -0.36 -0.12 0.34
H -9.5759 -13.5692 7.7012 0.05 0.16 0.13
H -8.2740 -14.6386 10.9971 0.07 -0.53 -0.27
H -7.1921 -14.6806 9.5130 0.07 -0.64 0.48
H -8.8597 -15.2168 9.3082 -0.20 -0.04 0.57
H -9.7780 -13.1108 11.2731 0.07 0.37 0.01
H -10.4842 -13.2652 9.6525 -0.60 0.04 0.48
H -9.7461 -10.5740 11.0044 0.62 -0.41 0.13
H -11.2558 -11.1880 10.7446 -0.33 -0.51 -0.37
H -9.8427 -9.5705 9.1920 0.01 -0.03 0.23
C -3.5955 -18.4345 7.3158 -0.91 0.16 -0.69
N -4.4222 -19.5621 6.7228 0.53 -0.74 2.05
C -5.9804 -19.4147 6.9759 1.43 0.78 0.01
C -4.0980 -19.6174 5.2890 -1.40 0.52 -0.63
C -3.8988 -20.8941 7.3436 -0.22 0.21 0.78
C -3.5729 -20.9098 8.8267 0.70 1.20 -0.01
O -4.6227 -20.7309 9.7127 -1.27 -0.47 0.16
H -3.7649 -17.5478 6.7049 -0.44 0.11 0.19
H -2.5428 -18.6521 7.1352 -0.08 -0.34 0.61
H -3.9066 -18.2788 8.3488 0.41 0.01 -0.13
H -6.3341 -18.5082 6.4846 0.24 -0.23 -0.62
H -6.1787 -19.1857 8.0229 0.50 -0.69 0.18
H -6.5080 -20.3087 6.6434 0.32 0.11 -0.01
H -3.0524 -19.5103 5.0002 0.11 -0.36 0.75
H -4.5951 -18.7189 4.9233 -0.18 -0.33 -0.76
H -4.5257 -20.5520 4.9262 0.07 0.28 -0.46
H -2.9121 -21.0697 6.9151 -0.29 -0.14 -0.60
H -4.6337 -21.6674 7.1198 0.17 0.02 -0.33
H -2.9327 -20.0638 9.0766 0.95 -0.24 -0.55
H -3.0438 -21.8333 9.0616 0.16 -0.12 -0.47
H -4.2750 -21.1546 10.5008 -0.69 0.10 0.64
C -18.1746 -15.0029 5.1848 -0.80 1.67 0.46
N -17.4187 -14.3134 4.0615 0.74 1.64 0.16
C -16.4126 -13.2463 4.7362 -1.17 -1.19 -0.88
C -16.7434 -15.3815 3.2271 -0.05 0.69 1.06
C -18.2493 -13.3929 3.1402 -2.10 -0.77 0.62
C -19.3810 -14.1006 2.3732 -0.08 -0.14 -2.67
O -20.3964 -14.7328 3.0751 0.56 -0.36 2.48
H -18.9058 -15.7574 4.8945 0.45 0.07 -0.55
H -18.7465 -14.1813 5.6161 -0.24 -0.16 0.19
H -17.5254 -15.3412 5.9924 0.40 -0.17 -0.54
H -17.0611 -12.5546 5.2740 0.09 -0.25 0.16
H -15.9403 -12.6885 3.9275 0.17 -0.36 0.06
H -15.6942 -13.7425 5.3887 -0.19 -0.08 -0.19
H -16.0241 -15.8036 3.9290 0.15 -0.31 -0.47
H -16.2647 -14.9440 2.3510 -0.02 -0.10 0.14
H -17.5243 -16.1026 2.9857 0.27 0.03 -0.19
H -17.5660 -12.8118 2.5209 0.04 -0.74 -0.42
H -18.8207 -12.6047 3.6306 0.51 -0.18 1.30
H -18.9680 -14.7697 1.6184 0.34 -0.34 -0.02
H -19.9141 -13.3669 1.7685 0.65 0.81 -0.15
H -21.0762 -15.1647 2.5526 0.21 0.20 -0.48
C -1.2783 -15.6225 0.5046 0.62 1.44 1.26
N -0.5647 -14.3045 0.6460 1.25 1.43 -0.63
C 0.3548 -14.0202 -0.5838 0.18 -0.22 1.33
C -1.6246 -13.0968 0.6458 2.84 -1.02 -0.30
C 0.3469 -14.2455 1.9288 -1.58 1.07 0.19
C -0.4377 -13.8506 3.2568 1.43 -0.71 0.29
O 0.6100 -13.5866 4.2000 -0.29 0.31 -0.41
H -1.5402 -15.6824 -0.5518 -0.66 -0.45 0.49
H -2.0046 -15.4114 1.2894 -1.08 -1.07 -0.74
H -0.6688 -16.4425 0.8843 0.24 0.08 -0.54
H -0.1698 -14.1857 -1.5248 -0.03 -0.16 0.27
H 1.2499 -14.6313 -0.4686 -0.28 -0.42 -0.26
H 0.7489 -13.0050 -0.5359 -0.46 0.13 0.12
H -1.8505 -12.9423 -0.4092 -0.71 -0.31 0.29
H -0.9259 -12.2973 0.8920 -0.61 0.39 0.35
H -2.4286 -13.2387 1.3680 0.06 -0.08 -0.43
H 1.0405 -13.4181 1.7796 -0.25 0.32 -0.11
H 1.0338 -15.0888 2.0012 -0.71 -0.50 -0.03
H -0.9828 -14.5818 3.8538 -0.84 -0.65 -1.46
H -1.0863 -12.9871 3.1088 0.25 0.10 -0.08
H 0.3604 -14.1587 4.9294 0.74 0.32 0.42
C -4.3491 -7.5219 3.9827 0.17 0.48 0.25
C -5.6549 -7.6306 4.7983 1.18 -1.88 -1.20
C -6.7533 -6.7304 4.3597 -0.16 1.77 0.35
C -7.2221 -6.8848 2.8878 -1.67 -1.00 0.55
N -8.5977 -6.1667 2.5683 2.42 -0.28 -1.35
C -8.9330 -6.5941 1.1181 -0.83 0.43 -0.97
C -8.3490 -5.5638 0.1797 2.18 0.50 0.43
C -8.6013 -4.3260 0.9727 0.12 1.14 0.21
C -8.1840 -4.6713 2.3830 -1.11 -0.44 0.56
C -9.7054 -6.3712 3.5967 1.24 1.03 -1.16
C -10.0815 -7.8036 3.8494 0.21 -0.58 -0.01
C -11.5220 -7.8755 4.3127 0.41 0.63 0.28
H -3.8511 -6.5561 4.0669 -0.26 0.28 0.11
H -4.5217 -7.6800 2.9181 -0.07 -0.16 -0.04
H -3.5779 -8.2207 4.3069 -0.28 -0.27 0.04
H -5.4594 -7.5833 5.8696 -0.13 0.30 -0.08
H -6.0283 -8.6315 4.5823 0.09 -0.48 0.36
H -6.4186 -5.7449 4.6837 -0.01 0.69 -0.94
H -7.5409 -6.8525 5.1033 -0.64 -0.48 -0.56
H -7.4128 -7.9342 2.6631 -0.27 -0.35 0.60
H -6.5979 -6.6649 2.0218 0.47 0.83 0.65
H -9.9698 -6.3712 0.8661 -0.58 -1.14 1.07
H -8.5627 -7.5676 0.7970 -0.54 -0.30 0.89
H -8.7677 -5.4372 -0.8187 -0.17 -0.71 0.13
H -7.2782 -5.7559 0.1116 0.22 0.18 -0.46
H -9.6685 -4.1600 0.8262 -0.15 0.52 0.68
H -8.0711 -3.4153 0.6944 -0.05 -0.10 -0.38
H -8.6750 -4.0774 3.1539 0.07 -0.03 -0.03
H -7.1047 -4.6426 2.5326 -0.20 0.24 -0.13
H -10.4758 -5.7129 3.1953 -0.52 -0.40 0.04
H -9.3271 -5.8384 4.4692 -0.14 -0.31 0.23
H -9.3969 -8.2400 4.5767 -0.05 0.15 0.33
H -9.9617 -8.4949 3.0153 0.05 0.45 -0.58
H -11.7653 -8.9148 4.5335 -0.45 0.30 -0.02
H -12.1450 -7.3870 3.5635 -0.31 -0.58 -0.18
H -11.6292 -7.2206 5.1774 -0.19 -0.37 0.39
C -15.4565 -14.5093 -11.0573 -0.13 0.37 0.33
C -14.3502 -15.4008 -10.4856 1.69 1.25 -0.64
C -13.2365 -14.5547 -9.7080 -1.22 0.84 1.23
C -12.1357 -15.3090 -8.9684 2.44 -1.17 -0.84
N -10.9993 -14.5824 -8.1922 -1.62 1.13 1.64
C -9.8904 -15.5353 -7.6468 0.42 1.16 -1.33
C -10.3318 -16.2400 -6.3675 0.04 0.47 -0.11
C -11.3122 -15.2250 -5.7400 -0.95 0.66 -0.89
C -11.5896 -14.0456 -6.8024 1.01 -1.68 -1.20
C -10.5736 -13.3478 -9.1220 0.58 -0.50 1.79
C -10.1735 -13.7240 -10.5451 -0.18 -0.15 0.38
C -9.6850 -12.5489 -11.4148 -0.05 0.63 -0.15
H -16.1063 -15.1071 -11.6965 -0.13 0.04 0.23
H -15.1866 -13.6315 -11.6443 0.73 -0.24 -0.20
H -16.0182 -14.0511 -10.2433 -0.39 -0.37 0.13
H -13.7188 -15.7505 -11.3024 -0.44 -0.60 -0.31
H -14.8405 -16.2601 -10.0281 0.55 0.13 0.61
H -13.6686 -13.8281 -9.0200 -0.78 -0.32 0.68
H -12.8623 -13.7854 -10.3834 0.45 -0.65 -0.63
H -11.4057 -15.7012 -9.6766 -0.84 -0.89 -0.69
H -12.4207 -16.1608 -8.3509 -0.45 0.24 0.07
H -9.1103 -14.8257 -7.3707 0.04 0.15 0.07
H -9.4566 -16.0645 -8.4953 -0.38 -0.55 0.19
H -9.4951 -16.3685 -5.6809 0.31 0.23 -0.33
H -10.6982 -17.2627 -6.4574 -0.50 0.29 -0.47
H -10.9523 -14.8518 -4.7812 0.03 0.23 -0.22
H -12.2530 -15.7368 -5.5377 -0.07 0.21 0.01
H -11.0521 -13.1089 -6.6544 -0.20 -0.10 0.47
H -12.6415 -13.9029 -7.0496 0.09 0.28 0.52
H -9.6825 -12.9364 -8.6478 0.10 -0.04 0.26
H -11.3546 -12.6223 -8.8943 -0.27 -0.09 -0.74
H -10.9985 -14.2892 -10.9787 0.36 0.20 -0.51
H -9.3524 -14.4128 -10.3461 0.17 -0.21 -0.54
H -9.1244 -11.7957 -10.8614 0.03 -0.12 0.42
H -10.4623 -11.9774 -11.9221 -0.45 -0.24 0.30
H -9.0149 -12.7945 -12.2387 -0.04 -0.73 0.21
C -6.6144 -20.2833 -0.3157 -0.05 -0.93 -1.50
C -7.5905 -21.4488 -0.1817 -1.28 0.52 1.44
C -8.8352 -21.0338 0.6904 1.40 0.02 0.54
C -9.8442 -22.1346 0.8160 -1.47 0.02 0.18
N -11.1899 -21.6884 1.5290 1.08 1.55 0.76
C -10.8196 -20.9109 2.8763 0.91 -0.64 -0.70
C -11.8522 -21.1826 3.9500 -0.50 -0.25 -2.42
C -12.2565 -22.6235 3.5852 2.98 -1.69 1.11
C -11.9163 -22.9436 2.1110 -2.97 2.62 -1.84
C -12.0735 -20.6724 0.6955 -1.53 -1.53 0.26
C -12.5402 -21.1685 -0.6923 0.78 0.43 -0.23
C -13.6863 -20.3145 -1.2963 0.07 0.02 0.52
H -5.8727 -20.6538 -1.0233 0.44 0.18 0.12
H -6.0935 -19.9996 0.5988 -0.40 0.16 -0.01
H -7.0949 -19.4751 -0.8670 0.05 0.42 0.54
H -7.0732 -22.2722 0.3107 -0.15 -0.23 -0.11
H -8.0097 -21.8006 -1.1244 0.48 0.08 -0.27
H -9.2182 -20.0707 0.3531 -0.40 -0.19 -0.45
H -8.4767 -20.8031 1.6936 0.24 0.05 0.09
H -9.5314 -22.9962 1.4058 0.40 0.32 0.27
H -10.0426 -22.5774 -0.1600 -0.69 0.24 -0.08
H -10.6351 -19.8490 2.7138 -0.03 -0.17 -0.43
H -9.8971 -21.3819 3.2157 0.16 0.03 -0.26
H -12.6532 -20.4696 3.7548 -0.19 -0.01 0.85
H -11.3036 -21.0780 4.8861 -0.77 0.02 0.21
H -13.1608 -23.0683 4.0005 -0.16 0.40 -0.52
H -11.4427 -23.2154 4.0042 -0.17 -0.20 1.15
H -12.9201 -22.9001 1.6886 0.12 -0.22 -0.91
H -11.4624 -23.8373 1.6828 0.30 -0.01 1.01
H -11.7028 -19.6538 0.5811 1.11 -0.37 0.25
H -12.9455 -20.5036 1.3273 -0.12 -0.36 0.24
H -12.8074 -22.2206 -0.7912 -0.04 -0.05 0.67
H -11.6282 -21.0619 -1.2796 -0.13 -0.08 -0.59
H -13.3593 -19.3860 -1.7643 0.24 -0.13 -0.05
H -14.3922 -20.0077 -0.5245 -0.05 -0.10 0.18
H -14.2776 -20.8820 -2.0149 0.27 -0.02 -0.06